Molecular formula: C26H30Br2F18N3O9S2
Method: DFT, wB97M-V/def2-TZVPD

Geometry as XYZ:
```
90
C26H30Br2F18N3O9S2, DFT wB97M-V/def2-TZVPD
C -0.425 -5.752 1.008
C -1.382 -5.865 -0.161
Br -1.975 -7.645 -0.542
C -1.789 -4.810 -0.846
Br -3.066 -5.112 -2.293
C -1.353 -3.389 -0.622
N -1.159 -2.915 0.770
C -0.777 -1.568 0.477
N -1.269 -0.550 1.040
C -0.879 0.825 0.665
C -0.211 1.512 1.883
C 0.747 2.660 1.511
S -0.199 4.238 1.361
N 0.168 -1.664 -0.573
S 1.672 -0.906 -0.401
O 1.791 -0.555 0.973
O 1.753 0.199 -1.279
C 3.096 -1.987 -0.836
F 3.204 -3.078 -0.095
F 2.952 -2.397 -2.105
C 4.491 -1.230 -0.813
F 4.557 -0.326 -1.771
F 5.372 -2.184 -1.110
C 4.891 -0.603 0.558
F 4.586 -1.341 1.599
F 4.411 0.629 0.624
F 6.218 -0.478 0.549
C -0.017 -2.866 -1.370
F 0.826 -3.920 -1.212
C -0.532 -2.669 -2.813
C 0.490 -2.016 -3.751
O 1.191 -2.691 -4.422
F 0.593 -0.676 -3.852
H -0.970 -5.240 1.817
H -0.100 -6.710 1.413
H 0.466 -5.149 0.805
H -2.170 -2.777 -0.999
H -0.289 -3.245 1.197
H -1.960 -0.728 1.764
H -0.313 0.887 -0.266
H -1.820 1.364 0.486
H 0.279 0.774 2.532
H -1.024 1.936 2.487
H 1.397 2.446 0.657
H 1.421 2.795 2.381
H -0.692 4.197 0.101
H -1.436 -2.055 -2.829
H -0.764 -3.642 -3.246
C -8.407 -1.543 -3.171
C -7.863 -1.521 -1.760
O -6.430 -1.716 -1.754
C -5.696 -0.645 -2.007
O -6.104 0.453 -2.237
C -4.208 -1.005 -1.917
F -3.921 -2.155 -2.544
F -3.816 -1.154 -0.634
F -3.426 -0.068 -2.451
H -8.114 -2.462 -3.680
H -9.494 -1.476 -3.162
H -8.016 -0.711 -3.757
H -8.283 -2.346 -1.187
H -8.125 -0.600 -1.241
C 3.604 1.973 8.326
C 3.949 2.330 6.896
O 2.761 2.401 6.079
C 2.073 3.535 6.153
O 2.350 4.479 6.827
C 0.873 3.478 5.198
F 0.212 2.309 5.273
F 1.263 3.620 3.908
F -0.012 4.432 5.444
H 3.025 1.049 8.360
H 4.510 1.845 8.916
H 2.997 2.750 8.790
H 4.573 1.553 6.459
H 4.507 3.264 6.838
C 1.974 1.688 -4.132
C 2.266 2.630 -2.982
O 2.414 3.984 -3.442
C 1.284 4.651 -3.641
O 0.182 4.217 -3.470
C 1.593 6.088 -4.083
F 2.547 6.126 -5.022
F 2.021 6.824 -3.046
F 0.516 6.689 -4.584
H 2.742 1.778 -4.902
H 1.946 0.673 -3.784
H 1.018 1.923 -4.602
H 3.213 2.361 -2.516
H 1.499 2.574 -2.211
```

The calculation puts the frontier orbital gap at 6.97 eV. Its net charge is +1. The value obtained for the largest force on an atom is 5.102 eV/A. The value obtained for the lowest unoccupied orbital energy is -0.168 hartree. The HOMO energy is -11.527 eV.

=====

Molecular formula: C26H30Br2GeNO2Re
Method: DFT, wB97M-V/def2-TZVPD

Geometry as XYZ:
```
63
C26H30Br2GeNO2Re, DFT wB97M-V/def2-TZVPD
Re -1.082 -1.992 0.378
Br -2.129 -1.727 2.696
C -3.262 -3.326 2.500
Br -2.766 -4.244 0.883
H -4.288 -2.987 2.432
H -3.077 -3.959 3.359
N 0.777 -4.133 -2.660
C 0.363 -3.702 -1.494
O -0.441 -2.717 -1.445
C 0.779 -4.350 -0.219
C 0.482 -3.383 0.926
H 0.453 -3.694 -3.512
H 1.407 -4.917 -2.734
H 1.827 -4.649 -0.262
H 0.196 -5.272 -0.131
H 1.388 -2.891 1.263
H 0.084 -3.947 1.777
C -4.146 0.296 -0.546
C -3.000 -0.314 -1.315
C -3.364 -0.704 -2.723
O -2.579 -1.510 -0.584
H -4.407 1.249 -1.005
H -3.865 0.482 0.493
H -5.020 -0.357 -0.573
H -2.178 0.402 -1.319
H -4.202 -1.402 -2.724
H -2.520 -1.165 -3.237
H -3.653 0.191 -3.275
C -0.055 -0.590 0.393
Ge 0.951 1.143 0.360
C -0.387 2.445 -0.063
C -0.235 3.259 -1.185
C -1.187 4.233 -1.469
C -2.288 4.393 -0.639
C -2.452 3.580 0.477
C -1.503 2.609 0.766
C 2.324 0.920 -0.960
C 3.270 1.935 -1.095
C 4.258 1.839 -2.067
C 4.312 0.729 -2.898
C 3.377 -0.288 -2.768
C 2.384 -0.193 -1.803
C 1.643 1.290 2.138
C 1.322 2.386 2.942
C 1.897 2.512 4.202
C 2.785 1.549 4.661
C 3.111 0.456 3.865
C 2.544 0.326 2.606
H 0.621 3.138 -1.838
H -1.064 4.870 -2.334
H -3.021 5.159 -0.858
H -3.308 3.715 1.125
H -1.627 1.988 1.649
H 3.248 2.800 -0.440
H 4.987 2.631 -2.175
H 5.087 0.655 -3.649
H 3.423 -1.147 -3.426
H 1.645 -0.984 -1.713
H 0.636 3.146 2.587
H 1.656 3.366 4.821
H 3.233 1.653 5.640
H 3.814 -0.285 4.224
H 2.823 -0.516 1.978
```

The calculation puts the frontier orbital gap at 6.01 eV. Its net charge is +2. The value obtained for the largest force on an atom is 2.098 eV/A. The value obtained for the lowest unoccupied orbital energy is -0.291 hartree. The HOMO energy is -13.932 eV.

=====

- net charge of number 2 (C26H30Br2GeNO2Re)?
  +2

=====

- Which value of lowest unoccupied orbital energy does entry 2 give?
  -0.291 hartree

=====

- What is the lowest unoccupied orbital energy in the first record?
  -0.168 hartree

=====

Please write out number 2 again, unchanged.
Molecular formula: C26H30Br2GeNO2Re
Method: DFT, wB97M-V/def2-TZVPD

Geometry as XYZ:
```
63
C26H30Br2GeNO2Re, DFT wB97M-V/def2-TZVPD
Re -1.082 -1.992 0.378
Br -2.129 -1.727 2.696
C -3.262 -3.326 2.500
Br -2.766 -4.244 0.883
H -4.288 -2.987 2.432
H -3.077 -3.959 3.359
N 0.777 -4.133 -2.660
C 0.363 -3.702 -1.494
O -0.441 -2.717 -1.445
C 0.779 -4.350 -0.219
C 0.482 -3.383 0.926
H 0.453 -3.694 -3.512
H 1.407 -4.917 -2.734
H 1.827 -4.649 -0.262
H 0.196 -5.272 -0.131
H 1.388 -2.891 1.263
H 0.084 -3.947 1.777
C -4.146 0.296 -0.546
C -3.000 -0.314 -1.315
C -3.364 -0.704 -2.723
O -2.579 -1.510 -0.584
H -4.407 1.249 -1.005
H -3.865 0.482 0.493
H -5.020 -0.357 -0.573
H -2.178 0.402 -1.319
H -4.202 -1.402 -2.724
H -2.520 -1.165 -3.237
H -3.653 0.191 -3.275
C -0.055 -0.590 0.393
Ge 0.951 1.143 0.360
C -0.387 2.445 -0.063
C -0.235 3.259 -1.185
C -1.187 4.233 -1.469
C -2.288 4.393 -0.639
C -2.452 3.580 0.477
C -1.503 2.609 0.766
C 2.324 0.920 -0.960
C 3.270 1.935 -1.095
C 4.258 1.839 -2.067
C 4.312 0.729 -2.898
C 3.377 -0.288 -2.768
C 2.384 -0.193 -1.803
C 1.643 1.290 2.138
C 1.322 2.386 2.942
C 1.897 2.512 4.202
C 2.785 1.549 4.661
C 3.111 0.456 3.865
C 2.544 0.326 2.606
H 0.621 3.138 -1.838
H -1.064 4.870 -2.334
H -3.021 5.159 -0.858
H -3.308 3.715 1.125
H -1.627 1.988 1.649
H 3.248 2.800 -0.440
H 4.987 2.631 -2.175
H 5.087 0.655 -3.649
H 3.423 -1.147 -3.426
H 1.645 -0.984 -1.713
H 0.636 3.146 2.587
H 1.656 3.366 4.821
H 3.233 1.653 5.640
H 3.814 -0.285 4.224
H 2.823 -0.516 1.978
```

The calculation puts the frontier orbital gap at 6.01 eV. Its net charge is +2. The value obtained for the largest force on an atom is 2.098 eV/A. The value obtained for the lowest unoccupied orbital energy is -0.291 hartree. The HOMO energy is -13.932 eV.